# 1
Molecular formula: C21H29N3O3
Method: DFT, ωB97M-V with the def2-TZVPD basis set

SMILES string ... CCCC[C@@H](CC)CNC(=O)CN1C(=O)N[C@]2(CCc3ccccc32)C1=O
HOMO ... -0.34935 Eh

Geometry (Å):
C  -2.84812  2.25856  -5.00420
C  -2.38914  1.90124  -3.59503
C  -1.91713  0.45092  -3.51421
C  -1.19773  0.09246  -2.21326
C  -2.08184  0.15347  -0.95631
C  -1.76234  -1.02585  -0.02546
C  -2.64801  -1.09412  1.21394
C  -1.94850  1.50758  -0.23903
N  -0.60736  1.77693  0.22681
C  0.18807  2.67848  -0.37361
O  -0.18176  3.43484  -1.24574
C  1.62879  2.76389  0.14427
N  2.08251  1.64889  0.93809
C  2.62458  1.82097  2.22588
O  2.65742  2.85911  2.82878
N  3.08811  0.60843  2.60697
C  2.76641  -0.44054  1.67594
C  3.94045  -1.34055  1.24255
C  3.29504  -2.69062  0.89373
C  2.04864  -2.71112  1.72666
C  1.23524  -3.77328  2.06699
C  0.13090  -3.53869  2.87503
C  -0.16050  -2.26356  3.33020
C  0.64219  -1.18859  2.97445
C  1.74302  -1.43224  2.17951
C  2.18330  0.35752  0.50509
O  1.85651  -0.06465  -0.57323
H  -3.19624  3.28803  -5.04294
H  -3.66236  1.60795  -5.31897
H  -2.02967  2.14744  -5.71220
H  -1.57445  2.56444  -3.29906
H  -3.22131  2.05801  -2.90567
H  -1.22404  0.26785  -4.33915
H  -2.77202  -0.21734  -3.65220
H  -0.80463  -0.92096  -2.31712
H  -0.33634  0.74843  -2.08828
H  -3.13181  0.06255  -1.25646
H  -0.71035  -0.99412  0.26796
H  -1.90289  -1.94676  -0.59561
H  -2.48420  -2.03504  1.73379
H  -2.43304  -0.28627  1.90903
H  -3.69754  -1.03637  0.93262
H  -2.63317  1.55018  0.61282
H  -2.19516  2.31636  -0.92703
H  -0.22245  1.13541  0.90039
H  1.71824  3.65597  0.77292
H  2.27287  2.89057  -0.73195
H  3.42695  0.43334  3.53768
H  4.48978  -0.91304  0.40580
H  4.62112  -1.44989  2.08880
H  3.95400  -3.53358  1.09946
H  3.02308  -2.71594  -0.16373
H  1.45944  -4.77064  1.72014
H  -0.50642  -4.36317  3.15775
H  -1.01588  -2.10173  3.96825
H  0.41971  -0.19116  3.32819

# 2
Molecular formula: C21H29N5O3
Method: DFT, ωB97M-V with the def2-TZVPD basis set

SMILES string ... Cc1nn(CC(=O)NCCCN2[C@H](C)CCC[C@H]2C)c(=O)c2cc3occc3n12
HOMO ... -0.30503 Eh

Geometry (Å):
C  -2.33084  0.31181  3.74294
C  -2.12953  -0.37715  2.44024
N  -1.54791  -1.51249  2.39334
N  -1.35013  -2.14343  1.21935
C  -0.77602  -3.46322  1.32109
C  0.73769  -3.59600  1.09282
O  1.34323  -4.50301  1.62787
N  1.29847  -2.71803  0.25090
C  2.66595  -2.87179  -0.19131
C  3.44572  -1.56213  -0.13578
C  2.97026  -0.54257  -1.17813
N  1.67130  0.01816  -0.82843
C  0.79634  0.37559  -1.94793
C  0.55295  -0.77408  -2.92283
C  1.27713  1.63315  -2.68605
C  1.31393  2.80574  -1.71205
C  2.20575  2.45335  -0.52597
C  1.80527  1.11702  0.12919
C  0.54787  1.26087  0.98631
C  -1.76137  -1.67045  -0.01210
O  -1.56728  -2.31585  -1.02834
C  -2.41016  -0.37850  0.04979
C  -2.92006  0.41857  -0.96061
C  -3.41137  1.55789  -0.30988
O  -4.01551  2.72848  -0.58343
C  -4.18278  3.34199  0.61419
C  -3.70668  2.61156  1.66359
C  -3.19475  1.43291  1.07069
N  -2.57973  0.23989  1.29297
H  -1.92656  -0.30606  4.53768
H  -3.39223  0.48217  3.91683
H  -1.82342  1.27535  3.73642
H  -1.25187  -4.09566  0.56309
H  -0.99458  -3.85513  2.31530
H  0.78405  -1.96338  -0.18211
H  2.67228  -3.25868  -1.21802
H  3.12417  -3.61815  0.46277
H  4.49759  -1.78310  -0.32576
H  3.36596  -1.14420  0.86813
H  3.74046  0.23733  -1.28133
H  2.89330  -1.05299  -2.13659
H  -0.17387  0.60817  -1.49244
H  1.42203  -0.98138  -3.54261
H  -0.26422  -0.49838  -3.58509
H  0.25902  -1.67731  -2.39607
H  0.60200  1.85116  -3.51501
H  2.27386  1.45840  -3.09819
H  0.29960  3.02173  -1.36841
H  1.69375  3.70323  -2.20611
H  3.23848  2.37985  -0.87647
H  2.17088  3.24336  0.22623
H  2.61287  0.83345  0.81359
H  0.29791  0.29639  1.41977
H  -0.29738  1.62397  0.40937
H  0.73629  1.96400  1.79467
H  -2.92238  0.18037  -2.00345
H  -4.65617  4.30363  0.59602
H  -3.72953  2.89356  2.69536

# 3
Molecular formula: C21H29N8O3PS8Y
Method: DFT, ωB97M-V with the def2-TZVPD basis set

Net charge ... -2
HOMO (alpha / beta) ... -0.02677 / -0.03365 Eh
<S²> ... 0.765
Multiplicity ... 2

Geometry (Å):
Y  -0.52056  0.21232  -0.60931
N  2.13745  3.88917  0.58093
C  1.72415  4.37524  1.81366
C  1.89518  5.71579  2.14533
C  1.51161  6.18394  3.39399
C  0.93730  5.32125  4.31463
C  0.74797  3.98468  3.98800
C  1.15537  3.50580  2.75351
S  1.01724  1.81151  2.30586
N  0.84919  1.87724  0.62976
C  1.51325  2.80010  -0.05427
C  1.59584  2.70633  -1.46287
C  2.44286  3.51933  -2.26582
C  2.50717  3.31572  -3.61502
C  1.69988  2.32272  -4.20094
C  0.86831  1.59437  -3.37074
N  0.80485  1.74306  -2.05228
H  2.44396  4.60899  -0.05179
H  2.32669  6.39184  1.41411
H  1.65169  7.22966  3.63803
H  0.62825  5.69171  5.28333
H  0.27948  3.29915  4.68115
H  3.07257  4.27387  -1.81062
H  3.16782  3.91988  -4.22595
H  1.72079  2.13584  -5.26428
H  0.19413  0.85588  -3.78908
C  -5.29193  0.68253  -4.51099
C  -5.56403  -0.49497  -3.58563
O  -4.74824  -0.48006  -2.43031
P  -3.11643  -0.68491  -2.53292
S  -2.39362  1.18867  -2.50520
S  -2.81545  -2.03498  -3.93407
O  -2.85652  -1.21644  -1.02133
C  -3.14073  -2.57359  -0.64625
C  -4.61580  -2.92638  -0.73717
H  -6.00060  0.68270  -5.34173
H  -4.27882  0.59825  -4.90247
H  -5.36758  1.61719  -3.95540
H  -5.39548  -1.42686  -4.13756
H  -6.59466  -0.47305  -3.21628
H  -2.79433  -2.64535  0.38525
H  -2.54367  -3.24260  -1.27038
H  -5.21551  -2.16458  -0.24032
H  -4.78065  -3.88880  -0.24978
H  -4.93795  -2.99819  -1.77504
S  -2.38735  0.95532  1.26638
S  -2.08207  0.40475  3.21403
S  -1.84436  -1.64025  3.50195
S  0.01880  -2.02738  4.16794
O  2.02580  -0.84465  -1.23240
S  1.26064  -1.53385  -2.32218
N  -0.16784  -1.18393  -2.33642
C  3.77293  -3.12834  3.32800
C  3.48728  -4.12481  2.20611
C  2.43203  -5.14269  2.63231
C  3.02669  -3.41263  0.92435
N  1.69140  -2.88396  0.96311
C  1.20751  -1.71275  1.48951
N  0.05217  -1.45226  0.81329
N  -0.20109  -2.55173  0.07514
N  0.73245  -3.39375  0.14020
H  4.21835  -3.63711  4.18455
H  2.84684  -2.65686  3.65152
H  4.46130  -2.35332  2.98610
H  4.41897  -4.64822  1.95224
H  1.51259  -4.61961  2.89365
H  2.76575  -5.70708  3.50444
H  2.21991  -5.83940  1.81980
H  3.01755  -4.12832  0.09923
H  3.71847  -2.59970  0.67611
H  1.87485  -0.94144  1.83926

# 4
Molecular formula: C21H30As3F3N3S3Sn
Method: DFT, ωB97M-V with the def2-TZVPD basis set

Net charge ... -1
HOMO ... -0.16899 Eh

Geometry (Å):
Sn  1.33648  2.54090  -0.50048
F  5.45288  0.27380  2.72412
C  5.08038  1.47300  3.21532
F  5.65568  1.54240  4.44082
F  5.70888  2.39400  2.48172
C  3.58768  1.60060  3.27562
C  2.94078  1.67830  4.49332
C  1.55128  1.66920  4.52942
C  0.87578  1.55040  3.32822
N  1.47868  1.53090  2.15732
C  2.81328  1.59650  2.09232
S  3.52808  1.70860  0.54502
H  3.50948  1.75500  5.40912
H  1.02227  1.74520  5.46482
H  -0.20393  1.47400  3.27552
S  1.94387  2.54730  -2.95488
C  1.99987  4.27480  -2.77888
S  2.00078  4.92240  -1.17088
C  2.04017  5.10290  -3.86888
C  2.04348  4.62320  -5.18558
N  2.03627  4.28900  -6.28658
C  2.04887  6.50040  -3.74038
N  2.02048  7.64860  -3.67948
C  -2.36603  2.69500  -0.88058
As  -1.98202  1.25210  0.38802
C  -3.68042  1.45320  1.41552
C  -2.53843  -0.18010  -0.87758
C  -2.16343  -1.63210  -0.53468
C  -2.35203  -1.85040  0.96222
C  -0.71223  -1.90230  -0.92498
As  0.70038  -0.81580  -0.03598
C  1.25068  -2.06650  1.40032
C  2.10638  -1.33930  -1.29228
C  -3.12292  -2.53820  -1.33558
As  -3.05832  -4.53460  -1.54228
C  -2.11622  -5.24710  0.04552
C  -1.55833  -4.70560  -2.81828
H  -3.38912  2.64190  -1.25678
H  -1.67602  2.62870  -1.72378
H  -2.21053  3.66510  -0.40408
H  -4.54492  1.14520  0.83202
H  -3.78892  2.50520  1.67912
H  -3.64992  0.87090  2.33492
H  -2.09922  0.07660  -1.84798
H  -3.62592  -0.09530  -0.99018
H  -1.69913  -1.15670  1.50192
H  -2.09353  -2.86590  1.24912
H  -3.38502  -1.65430  1.25282
H  -0.60202  -1.71230  -1.99748
H  -0.47683  -2.95430  -0.75248
H  1.22258  -3.10560  1.06822
H  0.62987  -1.95390  2.28852
H  2.27717  -1.81610  1.67072
H  2.07348  -2.40630  -1.52048
H  3.07717  -1.09460  -0.86268
H  1.99748  -0.76590  -2.21368
H  -3.11862  -2.20470  -2.38168
H  -4.14032  -2.34250  -0.96988
H  -2.74882  -5.17500  0.92812
H  -1.17803  -4.73580  0.23672
H  -1.90122  -6.30190  -0.12598
H  -1.59062  -3.88670  -3.53318
H  -1.64432  -5.63780  -3.37768
H  -0.59313  -4.69740  -2.32018

# 5
Molecular formula: C21H30AsN5O11SSr
Method: DFT, ωB97M-V with the def2-TZVPD basis set

HOMO ... -0.30857 Eh

Geometry (Å):
Sr  1.24848  -0.37820  -0.83451
O  -1.93615  2.25610  -3.01171
C  -0.89413  1.44359  -3.21146
O  -0.98185  0.26888  -3.43804
C  0.42690  2.15597  -3.11873
C  0.62744  3.48672  -3.47213
C  1.91234  3.99765  -3.38495
C  2.94696  3.19021  -2.93842
C  2.65191  1.87758  -2.60401
N  1.42458  1.38179  -2.71577
C  3.72067  0.91945  -2.06417
O  4.89555  1.50171  -1.91055
O  3.53141  -0.26808  -1.93732
H  -2.72717  1.68840  -2.97691
H  -0.20379  4.09397  -3.79846
H  2.10186  5.02722  -3.65538
H  3.95414  3.56553  -2.84260
H  5.43681  0.96026  -1.31161
N  1.05470  -2.18957  -2.92940
N  0.42989  -3.33318  -2.38778
C  0.05852  -3.36929  -1.01934
O  -0.16892  -4.46673  -0.52458
O  -0.09619  -2.22647  -0.47333
H  0.47950  -1.81363  -3.67512
H  1.97636  -2.41686  -3.28381
H  0.67185  -4.24344  -2.74686
C  0.41420  -2.53446  2.83428
C  1.55962  -1.59583  2.76050
N  1.83594  -0.80859  1.74926
C  2.98358  -0.11709  2.08633
C  3.39539  -0.51013  3.33696
N  2.46498  -1.43728  3.74783
C  4.50202  -0.18108  4.27758
O  5.47452  0.58764  3.83981
O  4.47176  -0.64267  5.39600
C  3.59311  0.89490  1.15242
O  4.78551  1.22085  1.31903
O  2.84298  1.32913  0.24504
H  -0.01212  -2.66259  1.83809
H  -0.34791  -2.15295  3.51552
H  0.73894  -3.50899  3.19826
H  2.50500  -1.90364  4.64010
H  5.33301  0.84853  2.86659
C  -2.02474  2.24017  1.40096
C  -1.06107  3.42930  1.25604
C  0.09964  2.87201  0.41879
O  -0.29923  1.55864  0.00456
C  -1.15443  1.05136  1.03816
H  -2.84826  2.30789  0.68989
H  -2.44318  2.16132  2.40381
H  -0.69905  3.76379  2.22769
H  -1.54287  4.27714  0.77306
H  1.03073  2.79279  0.98507
H  0.29709  3.44263  -0.49029
H  -0.53389  0.70915  1.87704
H  -1.70805  0.21299  0.61428
C  -5.03106  -1.19661  1.73169
As  -4.50909  -1.76543  -0.03890
C  -3.23078  -3.18639  0.21888
C  -6.09892  -2.59632  -0.75143
S  -3.82301  -0.18523  -1.21316
H  -5.41119  -2.03770  2.30985
H  -5.79686  -0.42775  1.63353
H  -4.15993  -0.77459  2.23260
H  -3.71587  -4.14385  0.03736
H  -2.85297  -3.15715  1.23968
H  -2.39540  -3.05071  -0.45737
H  -6.51699  -3.29207  -0.02560
H  -5.83581  -3.12868  -1.66475
H  -6.81701  -1.81201  -0.98807

# 6
Molecular formula: C21H30B3F19O9S
Method: DFT, ωB97M-V with the def2-TZVPD basis set

SMILES string ... CC[C@@H](F)B1OBOB(CCCCC(F)(F)C(F)(F)S(F)(F)(F)(F)F)O1.CCOC(=O)C(F)(F)F.CCOC(=O)C(F)(F)F.CCOC(=O)C(F)(F)F
HOMO ... -0.39612 Eh

Geometry (Å):
C  4.77805  -1.22853  -1.76710
C  3.46194  -2.02927  -1.73755
C  3.45736  -3.13191  -0.66071
F  4.32529  -2.75227  0.37271
B  2.01302  -3.25790  -0.01057
O  1.67547  -2.29189  0.94091
B  0.39551  -1.81132  0.70171
O  -0.63084  -2.72310  0.47841
B  -0.24114  -3.88213  -0.20518
C  -1.40157  -4.76134  -0.81592
C  -1.84231  -4.08437  -2.16201
C  -3.28068  -3.56488  -2.16205
C  -3.48923  -2.26165  -1.37807
C  -2.82728  -1.05096  -2.03638
F  -3.09107  -1.13130  -3.36727
F  -1.49375  -1.05737  -1.93525
C  -3.41127  0.32843  -1.62990
F  -3.14236  1.18730  -2.61283
F  -4.72386  0.28622  -1.53783
S  -2.68893  1.08728  -0.04873
F  -3.13543  2.54221  -0.55539
F  -4.10605  0.99361  0.69987
F  -2.26529  -0.31383  0.54059
F  -1.28542  1.31458  -0.73955
F  -2.11185  1.77065  1.25894
O  1.09561  -4.24226  -0.35812
H  4.81530  -0.65090  -2.68954
H  5.63485  -1.90750  -1.77368
H  4.84651  -0.60189  -0.89071
H  3.25107  -2.43137  -2.72911
H  2.68382  -1.30438  -1.46818
H  3.83713  -4.07626  -1.06036
H  0.21672  -0.63745  0.67601
H  -1.07958  -5.78483  -1.00560
H  -2.25181  -4.78420  -0.12865
H  -1.77577  -4.84661  -2.94214
H  -1.11404  -3.31870  -2.43741
H  -3.67971  -3.49628  -3.17308
H  -3.89390  -4.32477  -1.66672
H  -4.56443  -2.08634  -1.30846
H  -3.13837  -2.37326  -0.35036
C  -4.17921  1.22530  3.93343
C  -5.07183  2.34915  3.45740
O  -6.21858  2.49324  4.31817
C  -6.02978  3.20273  5.42341
O  -5.01249  3.72470  5.76606
C  -7.34700  3.30020  6.20354
F  -7.97386  2.12119  6.25612
F  -8.16838  4.17759  5.61453
F  -7.13206  3.70802  7.44885
H  -4.74579  0.29697  4.02158
H  -3.35967  1.06650  3.23837
H  -3.75996  1.44278  4.91594
H  -5.46934  2.12685  2.47098
H  -4.53154  3.29271  3.38883
C  -0.08587  2.99796  -3.38403
C  -0.16808  1.49637  -3.55246
O  0.76125  1.03368  -4.55222
C  2.00918  0.84925  -4.14023
O  2.42423  1.03752  -3.03719
C  2.85797  0.29735  -5.29224
F  2.61707  0.94476  -6.43441
F  2.58269  -0.99934  -5.48593
F  4.15406  0.40642  -5.02169
H  -0.23706  3.49741  -4.34162
H  -0.84680  3.34156  -2.68388
H  0.89190  3.29814  -3.00724
H  -1.15455  1.20744  -3.91032
H  0.00687  0.97731  -2.61032
C  6.98591  1.65909  4.29069
C  7.26967  1.33360  2.84009
O  6.05029  1.08619  2.11848
C  5.40694  2.15973  1.67863
O  5.74024  3.29682  1.82478
C  4.16291  1.72503  0.89579
F  3.49594  0.75306  1.52334
F  4.51211  1.26357  -0.31347
F  3.32119  2.73923  0.72129
H  6.39256  0.86745  4.74926
H  7.91843  1.76496  4.84402
H  6.42230  2.58744  4.38174
H  7.84784  0.41524  2.76242
H  7.83864  2.12563  2.35471